No. 1
{
  "formula": "C43H58F11N2P3SSbSeSiTi",
  "method": "ωB97M-V/def2-TZVPD",
  "symbols": ["H", "H", "C", "N", "H", "C", "C", "H", "C", "C", "F", "C", "C", "S", "C", "C", "H", "C", "C", "H", "H", "F", "H", "H", "H", "H", "C", "F", "F", "F", "H", "C", "Si", "H", "H", "H", "H", "H", "H", "F", "H", "F", "H", "H", "C", "F", "H", "C", "C", "Sb", "H", "N", "H", "C", "C", "H", "H", "C", "C", "H", "C", "P", "C", "C", "F", "C", "C", "H", "H", "H", "H", "C", "C", "P", "C", "H", "H", "Ti", "C", "C", "C", "H", "H", "H", "C", "C", "C", "C", "H", "F", "H", "C", "H", "H", "H", "C", "C", "C", "H", "H", "C", "H", "C", "H", "F", "H", "H", "H", "H", "H", "H", "H", "H", "H", "H", "H", "H", "H", "C", "Se", "P", "C"],
  "coordinates": [[0.347, 5.378, -2.666], [-4.791, 3.424, -0.461], [4.433, 0.062, -1.988], [2.440, -2.984, 2.630], [-3.165, 1.883, -1.427], [-4.718, -2.618, -0.255], [-1.637, -4.806, -0.277], [-4.545, -0.566, 1.509], [-3.717, -0.595, 0.798], [-1.732, 0.227, -2.241], [4.229, -3.265, 0.570], [-4.024, -2.474, 4.739], [-1.465, 2.702, 1.394], [2.279, -0.596, 1.439], [-3.257, -1.423, -3.155], [-3.866, 3.222, 0.065], [-3.002, 1.230, -5.233], [2.133, -0.347, -3.817], [-2.840, 0.604, -4.364], [-1.204, -3.275, -3.364], [2.192, -2.059, -5.120], [2.199, -4.749, 0.489], [4.492, -0.980, -0.073], [3.737, 0.448, -5.059], [2.995, 3.859, 2.343], [0.665, 3.920, 0.374], [-3.500, -0.610, -4.251], [0.383, -1.677, -2.153], [4.373, -3.127, -1.938], [-3.409, -0.346, 3.997], [2.819, 2.864, 0.896], [-3.614, 3.819, 1.284], [-0.558, 0.848, -0.832], [-5.012, -2.065, -1.148], [-3.174, -2.624, 1.237], [-1.478, 2.938, 5.582], [6.023, -0.303, -0.586], [-1.383, -5.011, -3.095], [2.973, -3.734, 3.039], [-0.458, -3.967, 3.417], [5.019, 1.336, -3.691], [-4.604, -4.626, 5.489], [-0.729, 1.415, 5.112], [4.757, -2.279, 3.317], [-2.422, 3.560, 1.937], [-5.182, -1.991, 5.186], [-3.746, -2.387, -3.095], [0.058, 3.383, -1.940], [-0.086, 3.120, 3.938], [2.765, -3.348, -0.808], [-4.615, -3.674, -0.506], [4.188, -1.535, 2.951], [3.675, 2.747, -2.995], [5.296, 1.133, -2.659], [2.547, 3.816, 1.348], [-0.394, 4.166, 3.870], [-0.592, -4.695, 0.012], [-3.450, -2.031, 0.358], [-2.002, -3.830, -1.403], [-1.775, -5.832, -0.619], [-1.108, -4.067, -2.623], [2.547, 0.131, -2.037], [3.013, -1.827, 2.381], [2.658, 2.910, -2.681], [2.418, -4.814, -2.057], [0.600, 2.111, -1.713], [-1.622, -3.456, 3.829], [-3.990, 0.021, -0.059], [1.638, 2.014, 4.634], [5.289, 2.062, -2.088], [-3.039, -4.001, -1.698], [2.111, 4.166, -2.873], [-2.935, 2.352, -0.479], [0.165, 2.490, 2.194], [0.794, 4.403, -2.516], [-2.020, 2.101, 4.122], [1.041, 5.506, 2.948], [0.669, -1.481, -0.405], [-1.731, 2.045, 0.164], [-2.380, -1.014, -2.153], [-3.735, -3.820, 4.895], [3.608, -1.940, -4.080], [6.325, 0.767, -2.667], [-4.337, 4.497, 1.722], [4.946, -0.120, -0.557], [-1.962, 1.012, -3.370], [-2.525, -4.310, 4.433], [1.920, 1.868, -2.114], [1.622, -3.259, 2.105], [-2.234, -5.599, 4.586], [-5.528, -2.531, 0.471], [-1.884, -2.100, 3.648], [1.013, 6.115, 1.294], [4.651, -0.693, 2.659], [2.406, 1.597, -4.794], [1.028, 3.974, 1.396], [2.528, -1.796, -4.115], [-1.146, 2.346, 4.726], [1.041, -0.279, -3.825], [-4.189, -0.933, -5.021], [0.625, 5.334, 1.954], [4.766, 0.773, 0.048], [2.659, 0.550, -4.936], [-2.846, -0.148, 1.272], [0.353, -2.699, 0.869], [-1.444, 1.957, -3.481], [-0.460, 5.444, 1.994], [2.708, 4.949, -3.323], [-0.959, 3.590, -1.628], [2.068, -2.502, -3.426], [-0.061, -4.144, -2.332], [2.980, 4.618, 0.744], [1.156, 3.344, 5.701], [-2.232, 4.055, 2.882], [2.199, 0.228, -5.873], [4.610, -0.889, -2.501], [-2.260, -4.658, 0.608], [2.012, 3.686, 4.193], [-3.109, -1.644, 4.123], [-0.632, -0.924, 2.817], [-1.937, -2.082, -0.744], [1.264, 3.041, 4.657]],
  "spin_multiplicity": 2,
  "e_above_lowest_kcal_mol": 37.73,
  "energy_ha": -8084.4853,
  "homo_ev": [-8.26, -8.19],
  "fmax_ev_per_a": 3.0,
  "total_charge": 0
}

=====

No. 2
{
  "formula": "C43H58F4N6OSZr",
  "method": "ωB97M-V/def2-TZVPD",
  "symbols": ["C", "H", "C", "C", "C", "H", "H", "H", "H", "F", "C", "H", "H", "C", "C", "H", "H", "C", "H", "C", "C", "N", "C", "H", "C", "H", "H", "C", "C", "C", "H", "F", "Zr", "C", "H", "F", "C", "H", "C", "H", "H", "H", "C", "C", "O", "H", "H", "C", "C", "H", "H", "H", "H", "H", "H", "N", "H", "C", "H", "H", "H", "H", "C", "C", "H", "C", "C", "H", "H", "H", "H", "H", "H", "C", "H", "C", "H", "H", "C", "C", "C", "C", "H", "H", "N", "H", "H", "C", "H", "H", "N", "H", "H", "C", "C", "C", "C", "H", "C", "H", "C", "N", "F", "S", "C", "C", "H", "C", "H", "H", "N", "H", "H", "H"],
  "coordinates": [[3.396, 1.624, -3.747], [-3.909, 1.577, -0.161], [3.747, -1.365, 2.072], [-2.129, 0.284, 3.885], [2.030, 0.673, -1.954], [-3.000, -0.576, 0.253], [-6.387, 2.455, -3.373], [-2.015, 0.109, -0.803], [-1.170, -4.072, 0.418], [-3.419, -0.058, 3.730], [3.495, -2.984, 0.199], [1.833, 5.058, -1.349], [3.416, 2.653, -3.397], [1.523, 3.436, 0.736], [-2.525, 2.112, -2.622], [0.541, 2.963, 0.818], [-0.169, 1.130, 6.552], [2.773, -0.579, -0.113], [2.181, 3.917, -2.627], [2.214, 3.093, -0.597], [-3.030, 1.615, 0.504], [-0.179, -1.950, -1.408], [2.372, -0.619, -1.475], [-1.606, 3.846, 1.259], [1.670, 4.030, -1.675], [3.476, -3.153, -0.879], [2.429, -1.508, -2.082], [2.131, 1.568, -0.820], [-1.512, 1.885, -1.431], [-1.741, 0.604, 5.181], [4.257, 3.252, -1.386], [1.791, 1.097, 4.763], [0.391, -0.392, 0.163], [-1.407, -0.289, -2.624], [2.033, -0.147, -5.320], [1.049, 0.506, 2.247], [-4.564, 3.499, -2.823], [3.579, 1.637, -4.822], [2.582, 0.779, 0.256], [3.831, 4.477, -0.192], [2.095, -4.431, 4.608], [0.896, -3.602, -0.680], [-3.395, 0.947, -2.936], [-0.345, -2.889, 2.024], [0.428, -2.145, 1.370], [-1.157, -3.360, 3.749], [-2.679, 4.298, -2.346], [5.155, -1.131, 0.030], [-0.977, -2.664, -3.446], [2.114, 3.128, 1.597], [1.171, -6.186, 3.380], [-1.408, -2.666, -4.432], [4.179, 2.829, 0.326], [-5.364, 0.216, -3.472], [-1.841, 2.128, -3.494], [-1.892, 2.287, -0.111], [5.208, -1.217, -1.055], [-4.785, 1.093, -3.217], [1.193, 2.105, -5.050], [-3.477, -0.036, 1.785], [-0.248, -5.385, 3.960], [0.985, -5.046, 1.176], [0.113, -5.205, 1.820], [1.520, -4.106, 3.741], [4.219, 1.086, -3.274], [-0.954, -4.126, 1.484], [0.797, -2.802, 4.114], [5.398, -0.104, 0.303], [4.281, -3.620, 0.608], [2.950, -0.969, -4.074], [-3.329, 2.228, 1.354], [0.686, 2.671, -3.472], [-0.592, 2.397, -1.701], [0.602, -5.260, 3.281], [2.252, -3.912, 2.951], [3.765, -1.524, 0.552], [-3.231, -1.027, -3.374], [-0.307, -6.169, 1.535], [-0.439, 0.893, 5.534], [0.502, 0.854, 4.526], [2.043, 0.936, -3.466], [0.909, 1.780, -4.048], [0.531, -2.758, 5.169], [3.965, -0.343, 2.381], [-0.474, -2.724, 3.358], [4.502, -2.006, 2.529], [-1.078, 4.211, -0.378], [-1.196, 0.269, 2.828], [-1.882, -4.334, 2.019], [2.856, 1.159, 1.224], [-1.229, 0.430, -1.365], [2.776, -1.640, 2.479], [1.384, 4.514, 0.817], [3.714, 3.426, -0.459], [-2.749, 0.179, 1.013], [2.052, -0.380, -4.256], [0.102, 0.554, 3.246], [0.603, 3.927, -1.853], [0.283, -3.190, -1.465], [1.390, -1.916, 3.897], [-0.887, -1.620, -2.554], [-1.368, -0.032, 1.472], [-2.682, 0.598, 6.120], [-0.142, -4.028, -2.855], [-5.336, 2.325, -3.156], [-3.253, 3.407, -2.565], [-5.067, 4.454, -2.802], [-1.850, 3.712, 0.204], [2.550, -3.323, 0.631], [-2.804, 4.212, 0.009], [-2.755, -0.198, -3.031], [0.003, 1.184, -4.131], [5.917, -1.783, 0.459], [1.175, -0.990, -4.037]],
  "energy_ha": -2921.3432,
  "homo_ev": -12.06,
  "fmax_ev_per_a": 1.5,
  "total_charge": 2
}

=====

No. 3
{
  "formula": "C43H58N10O6PTi",
  "method": "ωB97M-V/def2-TZVPD",
  "symbols": ["H", "H", "C", "C", "H", "O", "N", "H", "C", "C", "C", "C", "H", "C", "O", "H", "C", "H", "O", "H", "H", "H", "H", "H", "C", "C", "H", "H", "C", "O", "C", "C", "H", "C", "C", "H", "N", "C", "H", "H", "C", "H", "H", "H", "C", "N", "C", "H", "C", "N", "C", "H", "Ti", "H", "N", "C", "H", "N", "C", "H", "H", "P", "N", "H", "N", "H", "C", "H", "H", "C", "C", "H", "H", "H", "H", "H", "H", "H", "N", "H", "C", "C", "C", "H", "H", "C", "H", "O", "H", "H", "H", "H", "H", "H", "C", "N", "O", "H", "H", "C", "C", "C", "C", "C", "C", "C", "H", "H", "H", "H", "C", "H", "C", "C", "H", "C", "H", "H", "C"],
  "coordinates": [[-3.355, 0.872, -3.205], [-1.639, -2.251, 1.460], [-4.713, -2.998, 0.286], [-0.500, -3.653, -2.528], [-3.856, 1.096, 2.729], [-3.725, 2.936, 3.946], [-2.275, -4.145, -5.903], [2.134, 3.623, 3.105], [-0.020, -1.416, -6.433], [-0.636, -2.618, -6.075], [-1.512, 3.467, 4.284], [-3.503, 0.298, 2.074], [-0.361, 0.394, -7.503], [2.304, -0.156, 1.628], [-0.257, 1.412, 0.812], [-1.520, 2.404, -0.647], [1.278, 2.151, -2.656], [0.159, -2.397, 0.731], [1.379, 5.393, 6.427], [-2.704, -0.064, -8.038], [1.039, -4.978, -4.358], [1.147, 4.161, -4.749], [-3.766, -2.214, -7.379], [-3.469, -0.535, -4.229], [-3.982, -4.640, 1.885], [-5.674, 0.041, 0.924], [-2.362, 1.916, -1.907], [-5.786, -0.995, 1.236], [-1.184, 2.849, 3.093], [2.899, 4.765, 5.016], [-4.155, 1.895, 0.277], [1.744, -0.860, 0.559], [-3.002, -2.896, -2.530], [0.896, -3.917, -4.551], [-4.946, -4.155, 1.012], [0.830, 3.605, -1.130], [0.216, -1.657, -1.792], [-3.987, -0.950, -2.186], [2.901, -2.181, -3.750], [-5.525, 0.618, -2.024], [-4.203, 0.430, 0.707], [-6.119, -1.010, -1.670], [0.946, 4.295, -2.702], [-2.039, -4.307, 2.733], [2.259, -1.427, -3.301], [-0.215, -3.751, -5.426], [-5.430, -0.436, -2.287], [0.081, 4.173, -5.999], [-0.804, -0.523, -7.133], [1.355, 1.148, -1.554], [-1.963, -2.893, -6.398], [2.313, 2.419, -2.893], [-0.226, 0.040, -0.409], [1.342, 3.114, -6.008], [0.573, -3.241, -3.279], [-3.161, -0.199, -3.236], [-5.889, -4.674, 0.901], [-1.259, -4.628, -5.327], [-0.580, 4.109, 5.081], [-1.017, -4.576, -2.733], [-4.692, -3.038, -2.056], [-3.222, -0.713, -0.444], [-2.931, 3.447, 4.718], [-6.312, 0.233, 0.065], [0.647, 3.561, -5.407], [-2.411, 0.379, 1.998], [1.105, 3.558, 3.426], [-0.712, 2.001, -5.532], [-0.858, 4.580, 6.014], [-0.238, 2.526, -4.702], [-2.788, -3.951, 2.039], [1.031, -1.228, -6.252], [-1.958, 2.361, 2.517], [-5.499, -2.631, -0.359], [-6.045, 0.660, 1.744], [-2.087, -0.389, -3.142], [-3.737, -0.650, 2.553], [2.310, -1.215, -0.288], [-1.418, 2.121, -1.614], [2.084, -0.655, -4.046], [0.620, 1.551, -3.911], [-0.932, 3.309, -2.354], [0.478, -1.401, 1.010], [-2.235, 2.713, -3.985], [3.266, 0.337, 1.616], [-3.505, -2.304, 0.410], [2.847, -1.014, -2.480], [-3.188, 3.932, 5.789], [-0.520, -1.143, 3.019], [1.636, 0.225, 3.715], [-4.894, 2.454, 0.855], [-4.400, 2.054, -0.775], [1.796, -3.491, -4.983], [-4.166, -5.543, 2.449], [-2.560, -2.796, 1.307], [1.764, 4.810, 5.442], [1.619, 2.606, 0.835], [2.056, 0.454, -1.801], [-5.755, -0.547, -3.323], [-1.288, 3.235, -3.846], [-3.983, -2.432, -2.609], [0.343, -0.952, 2.396], [0.569, 3.415, -2.170], [-2.149, -0.791, -7.461], [0.725, 4.131, 4.621], [0.576, 2.319, 1.384], [-1.450, -2.668, -0.841], [-0.056, 0.740, -3.623], [1.368, 1.106, -4.570], [-1.464, 4.244, -4.223], [1.000, -2.056, -2.805], [-3.188, 2.347, 0.504], [-2.747, -1.980, -7.107], [1.449, -0.232, 2.756], [-4.277, -2.472, -3.660], [0.136, 2.903, 2.664], [-1.408, 4.207, -1.952], [1.746, 1.639, -0.733], [-0.706, -2.684, -1.615]],
  "e_above_lowest_kcal_mol": 57.68,
  "energy_ha": -3862.1374,
  "homo_ev": [-15.95, -15.95],
  "fmax_ev_per_a": 0.5,
  "total_charge": 3
}

=====

No. 4
{
  "formula": "C43H58N4O12",
  "method": "ωB97M-V/def2-TZVPD",
  "symbols": ["C", "C", "C", "H", "H", "C", "H", "H", "O", "C", "H", "H", "C", "H", "H", "H", "C", "C", "C", "H", "O", "C", "H", "O", "C", "H", "H", "H", "H", "H", "H", "H", "C", "O", "O", "H", "H", "C", "H", "H", "H", "H", "C", "C", "C", "H", "O", "C", "H", "H", "C", "C", "C", "N", "H", "H", "N", "C", "H", "C", "H", "C", "C", "C", "N", "H", "C", "H", "O", "O", "C", "H", "H", "H", "H", "C", "C", "H", "H", "H", "C", "C", "H", "H", "C", "H", "H", "C", "C", "C", "H", "N", "H", "H", "H", "C", "H", "H", "C", "H", "C", "C", "H", "C", "O", "H", "O", "H", "O", "H", "H", "C", "H", "H", "O", "C", "C"],
  "coordinates": [[1.364, 3.876, 0.466], [1.411, 2.428, -0.038], [-4.691, -0.658, 2.131], [0.674, 4.473, -0.124], [4.063, -0.185, -1.239], [-4.470, 1.515, 0.859], [-3.537, -5.854, -0.997], [5.979, 3.665, -2.178], [-0.843, -0.922, -4.842], [2.332, -1.799, -0.946], [-3.133, 2.142, -1.307], [-6.456, 4.623, -0.134], [-2.437, 1.688, -0.589], [1.054, 3.908, 1.509], [-0.310, 1.890, 1.126], [-1.778, 3.634, 1.471], [6.722, -0.755, 0.408], [3.745, 1.652, 0.598], [-4.469, 1.498, 3.447], [-7.595, 3.815, -1.250], [-5.132, -1.190, 3.375], [0.189, -1.679, -2.784], [0.509, 0.133, -0.892], [-3.700, -2.846, 0.493], [0.033, 1.736, 0.097], [-4.629, 0.784, 0.054], [4.729, 3.477, -3.426], [8.099, 0.070, 4.236], [0.310, 2.302, -2.601], [5.993, 2.265, -3.266], [6.132, -3.181, 1.514], [-2.447, 1.295, 1.522], [4.480, 2.187, -1.761], [-3.441, -3.346, -1.756], [0.158, 0.330, -0.016], [4.621, -2.596, 2.260], [-3.388, 1.438, 3.526], [-3.329, -1.949, -4.306], [8.457, 0.188, 1.261], [-3.610, -0.846, 2.028], [6.514, 0.019, -0.333], [7.335, -1.542, -0.054], [-2.988, 1.950, 0.834], [5.355, 2.950, -2.707], [3.433, 1.353, -2.412], [-3.403, 3.615, 2.146], [-6.866, 1.411, -0.398], [1.209, -2.618, -0.763], [-5.295, -3.201, 2.888], [-3.165, 4.070, 0.467], [-1.197, -3.044, -1.323], [-6.434, 2.481, -0.055], [5.606, -2.297, 1.901], [3.385, 0.090, -1.969], [-1.757, -0.103, -0.357], [-4.105, -2.670, -4.071], [4.487, -1.266, -0.037], [-4.775, -2.531, 3.581], [-4.963, -5.092, -0.266], [8.532, -0.773, 3.674], [-3.733, -0.946, -4.181], [-1.712, -3.795, -0.224], [-3.880, -5.173, -0.223], [-2.819, 3.409, 1.256], [5.462, -1.298, 0.864], [-1.097, 3.365, -0.727], [-0.704, 2.010, -2.343], [1.713, 2.448, -1.085], [-5.271, 2.669, 0.564], [1.264, -3.496, 0.247], [-2.277, -2.814, -2.187], [3.208, -2.696, 0.777], [1.992, 0.654, -3.981], [-5.493, -2.741, -0.562], [0.051, -0.521, -4.920], [-4.939, -2.310, 0.261], [0.082, -2.475, -1.608], [4.344, 1.155, 1.353], [9.496, -0.465, 3.271], [5.349, 2.923, -0.028], [-2.163, -2.138, -3.389], [-0.921, -1.583, -3.688], [2.020, 1.165, 1.637], [2.353, 4.321, 0.386], [6.402, -1.695, 3.057], [8.690, -1.604, 4.359], [5.811, -0.882, 3.519], [-1.035, 2.286, -0.873], [-5.415, -1.301, 0.977], [1.369, -0.907, -2.997], [0.382, -3.895, 0.460], [7.686, -1.213, 2.586], [-1.384, 2.572, -2.978], [-6.404, -0.933, 0.758], [6.918, 0.680, 2.014], [-4.977, 0.855, 2.160], [-3.013, -2.060, -5.340], [-3.578, -5.547, 0.752], [3.401, -1.950, 0.014], [-7.945, 3.877, 0.475], [-7.147, 3.796, -0.260], [-3.242, -3.808, -0.429], [-4.902, 0.968, 4.291], [2.428, 1.678, 0.776], [1.493, -0.205, -4.159], [-3.695, -2.677, 3.459], [2.694, 1.837, -3.279], [-5.065, -2.771, 4.603], [-2.473, 0.307, -0.868], [-6.068, 0.956, 2.152], [6.573, -2.465, 3.812], [2.352, -0.865, -2.016], [-0.847, 0.955, -2.566], [-4.776, 2.539, 3.497], [-1.165, -4.328, 0.734], [7.483, -0.174, 1.596], [4.558, 2.297, -0.433]],
  "e_above_lowest_kcal_mol": 0.00,
  "energy_ha": -2795.2542,
  "homo_ev": -7.24,
  "fmax_ev_per_a": 1.1,
  "total_charge": 0
}